1.
{
  "formula": "C7H12N2O4",
  "method": "wB97M-V/def2-TZVPD",
  "gap_ev": [7.7744, 8.3563],
  "total_energy_ha": -684.08791,
  "charge": 0,
  "species": ["C", "C", "C", "C", "C", "C", "C", "N", "N", "O", "O", "O", "O", "H", "H", "H", "H", "H", "H", "H", "H", "H", "H", "H", "H"],
  "positions_angstrom": [[-1.113, -0.399, 0.120], [0.013, -0.029, 1.089], [-0.146, -0.044, -1.197], [0.811, 0.392, -0.090], [-1.691, -1.871, 0.282], [-0.383, 1.052, 2.109], [-0.693, 0.958, -2.219], [2.500, -1.178, -0.037], [1.843, 1.372, -0.258], [2.798, -1.299, 1.107], [2.379, 1.813, 0.767], [2.764, -1.690, -1.053], [2.172, 1.680, -1.395], [-1.977, 0.344, 0.157], [0.499, -0.927, 1.581], [0.044, -0.933, -1.676], [-1.047, -2.677, -0.084], [-2.614, -2.110, -0.250], [-1.847, -2.037, 1.369], [-0.589, 1.966, 1.584], [0.373, 1.322, 2.839], [-1.254, 0.794, 2.765], [-0.735, 2.016, -1.934], [-1.794, 0.855, -2.331], [-0.315, 0.629, -3.245]],
  "forces_ev_per_angstrom": [[-1.4, -0.7, -1.6], [0.3, -0.1, 1.3], [-2.1, 2.1, 3.4], [1.1, -1.3, -1.7], [0.4, 0.7, 0.3], [-0.1, -0.3, 1.0], [-1.2, -0.8, -1.1], [-2.1, 2.0, 1.0], [0.5, 0.6, 0.8], [0.6, -0.6, -0.2], [-0.5, -0.3, -0.5], [0.7, -0.8, -0.8], [-0.3, -0.2, 0.1], [1.2, -0.9, 0.1], [-0.6, 1.0, -0.4], [1.1, -2.1, -1.0], [0.6, 0.4, 0.2], [-0.2, 0.7, 0.1], [-0.1, 0.0, -0.6], [-0.4, 0.5, -0.3], [0.6, -0.2, -0.2], [0.4, -0.1, -1.0], [1.3, -0.2, -0.3], [0.4, -0.8, 0.2], [-0.1, 1.4, 1.3]],
  "mulliken_charge": [0.059, 0.557, 0.007, -0.202, -1.485, -1.656, -1.551, 0.820, 1.009, -0.443, -0.631, -0.490, -0.631, 0.391, 0.386, 0.554, 0.346, 0.376, 0.343, 0.382, 0.390, 0.375, 0.332, 0.448, 0.314]
}

=====

2.
{
  "formula": "C8H17ClINOPZr",
  "method": "wB97M-V/def2-TZVPD",
  "gap_ev": [5.7034, 5.7061],
  "total_energy_ha": -1590.13262,
  "charge": 3,
  "species": ["C", "I", "H", "H", "H", "Zr", "P", "C", "C", "H", "H", "H", "C", "H", "H", "H", "H", "H", "H", "C", "O", "Cl", "C", "C", "C", "N", "H", "H", "H", "H", "H"],
  "positions_angstrom": [[1.608, -0.585, -0.274], [4.116, 0.091, -0.329], [1.849, -1.075, -1.222], [1.922, -1.247, 0.529], [1.841, 0.527, -0.153], [-0.961, -0.280, -0.117], [-0.874, 0.423, -2.640], [0.538, 0.512, -3.805], [-1.870, -0.944, -3.335], [-2.743, 1.951, -2.827], [-1.823, 1.816, -4.376], [-1.171, 2.800, -3.025], [-1.745, 1.896, -3.279], [-2.814, -1.026, -2.776], [-2.075, -0.724, -4.397], [0.173, 0.323, -4.833], [1.310, -0.215, -3.517], [-1.341, -1.900, -3.221], [0.948, 1.535, -3.771], [3.726, -0.015, 2.656], [3.610, -0.343, 3.743], [-1.546, -2.488, 0.029], [-0.686, -0.408, 5.490], [0.203, 0.170, 4.356], [-0.390, 0.061, 3.070], [-0.684, 0.003, 1.922], [-1.657, 0.098, 5.528], [-0.222, -0.333, 6.481], [-0.856, -1.465, 5.252], [0.459, 1.226, 4.542], [1.155, -0.382, 4.298]],
  "forces_ev_per_angstrom": [[1.0, 0.6, 0.0], [-0.7, -0.2, -1.2], [-0.5, 0.3, -0.2], [-0.5, 0.0, 0.5], [-0.4, -0.6, -0.1], [1.1, -2.6, 0.1], [-0.1, 0.9, -3.1], [0.8, -0.1, 0.6], [-0.2, -0.5, 0.7], [0.1, 0.2, -0.3], [0.0, -0.1, 0.5], [-0.3, -0.2, -0.1], [-0.4, 0.4, 0.8], [0.0, -0.1, -0.4], [0.1, -0.1, 0.4], [0.0, -0.1, 0.6], [-0.1, 0.2, -0.4], [-0.1, 0.2, -0.2], [0.0, -0.4, 0.0], [-0.5, -0.7, 3.2], [0.3, 0.6, -2.1], [0.3, 1.3, -0.4], [-0.6, -0.5, -0.1], [0.0, 0.1, 1.1], [0.2, 0.2, -2.9], [0.4, 0.7, 3.5], [0.3, 0.0, 0.0], [0.1, 0.1, -0.5], [0.0, 0.2, 0.3], [-0.1, -0.1, -0.2], [-0.1, 0.0, -0.1]],
  "mulliken_charge": [-2.070, 0.581, 0.670, 0.715, 0.689, 1.133, 0.968, -1.130, -1.186, 0.411, 0.396, 0.406, -1.155, 0.483, 0.385, 0.408, 0.330, 0.418, 0.417, 0.117, -0.123, -0.155, -1.194, -0.097, 0.435, -0.508, 0.365, 0.362, 0.378, 0.387, 0.164]
}